1.
A structure of composition C11H16GaIN4O4S4 in a non-equilibrium geometry. Source: OMol25; level of theory: ωB97M-V with the def2-TZVPD basis set.

Kohn-Sham gap: 6.99 eV
Charge: 0
Multiplicity: 1
HOMO: -7.30 eV
Relative energy (zero: lowest compared OMol25 entry of this formula, charge and spin): 0.0 kJ/mol
Energy: -4764.01509 a.u.

The geometry in XYZ format:
```
41
C11H16GaIN4O4S4 | OMol25 | ωB97M-V with the def2-TZVPD basis set
Ga -1.11 1.53 1.28
N -1.15 -0.45 0.58
N -1.31 -1.19 1.76
C -1.86 -0.60 2.87
O -2.25 -1.27 3.84
O -1.95 0.72 2.76
H -2.05 -0.49 0.05
H -0.35 -0.72 -0.05
H -1.20 -2.20 1.82
O -2.15 2.07 -5.24
C -2.12 2.22 -4.05
S -3.30 1.53 -2.83
C -2.57 2.16 -1.39
C -1.35 2.75 -1.59
S -0.27 3.11 -0.27
S -0.75 2.92 -3.20
S -3.26 1.92 0.17
C 2.55 -1.65 0.10
C 1.89 -1.77 -1.31
O 0.49 -1.71 -1.29
C 0.00 -1.54 -2.67
C -1.29 -2.36 -2.79
H 3.58 -1.20 0.05
H 2.55 -2.64 0.57
H 1.94 -0.91 0.65
H 2.20 -2.74 -1.77
H 2.24 -0.87 -1.93
H 0.81 -1.89 -3.37
H -0.14 -0.47 -2.89
H -1.10 -3.42 -2.91
H -1.79 -2.05 -3.72
H -2.00 -2.09 -2.03
I 4.39 3.06 3.88
C 2.57 2.09 3.42
C 2.14 0.81 3.85
N 1.04 0.43 3.17
N 0.71 1.44 2.30
C 1.59 2.45 2.46
H 2.65 0.13 4.53
H 0.56 -0.45 3.25
H 1.42 3.36 1.92
```

Atomic partial charges in e from the natural (NBO) method, atoms 1 to 8: Ga 1.487; N -0.738; N -0.531; C 0.850; O -0.643; O -0.859; H 0.416; H 0.452

***

2.
A structure of composition C21H37B2Br3I2N3O8S2 in a non-equilibrium geometry. Source: OMol25; level of theory: ωB97M-V with the def2-TZVPD basis set.

Kohn-Sham gap: 5.23 eV
Charge: +1
Multiplicity: 1
HOMO: -10.82 eV
Relative energy (zero: lowest compared OMol25 entry of this formula, charge and spin): 0.0 kJ/mol
Energy: -10751.45450 a.u.

The geometry in XYZ format:
```
78
C21H37B2Br3I2N3O8S2 | OMol25 | ωB97M-V with the def2-TZVPD basis set
C 1.92 0.03 3.00
C 1.07 0.08 1.88
C 0.83 -1.00 0.73
S 2.11 -2.29 1.19
C 2.58 -3.59 0.01
O 1.89 -2.96 2.50
O 3.46 -1.66 1.39
C 1.15 -0.21 -0.65
N 2.37 -0.79 -1.34
B 1.71 1.34 -0.39
O 0.99 2.47 0.13
N 3.15 1.75 -0.58
C 3.95 1.60 0.66
C 3.24 3.10 -1.17
C 0.08 -0.33 -1.86
Br -0.09 1.60 -2.51
C 0.61 -0.92 -3.28
Br 1.11 0.24 -4.86
C 0.84 -2.23 -3.62
C 0.64 -3.37 -2.60
Br 1.50 -2.88 -5.36
C -1.44 -0.76 -1.44
C -2.10 -1.94 -2.26
S -2.56 0.65 -2.07
C -1.71 -0.79 0.18
I -2.05 1.38 0.65
C -3.20 -1.25 0.44
B -4.10 -0.38 1.49
O -3.92 -0.40 2.89
O -5.27 0.34 1.03
N -0.63 -1.42 0.99
I -0.86 -3.57 0.74
C -0.97 -1.40 2.50
O -1.93 -2.43 2.86
C -1.75 -2.79 4.24
C -0.95 -4.11 4.54
O -2.25 -2.10 5.09
H 3.02 0.24 3.03
H 1.44 -0.20 4.00
H 0.35 0.93 2.04
H 1.80 -4.33 -0.28
H 3.05 -3.21 -0.94
H 3.40 -4.17 0.53
H 3.19 -0.78 -0.73
H 2.69 -0.15 -2.08
H 1.43 2.81 0.93
H 3.42 1.91 1.60
H 4.38 0.57 0.68
H 4.83 2.30 0.56
H 2.40 3.31 -1.90
H 4.19 3.17 -1.80
H 3.33 3.93 -0.41
H 1.53 -4.05 -2.61
H 0.46 -2.88 -1.62
H -0.24 -4.00 -2.94
H -1.82 -1.93 -3.36
H -1.88 -2.97 -1.91
H -3.22 -1.88 -2.33
H -3.85 0.18 -2.19
H -3.88 -1.19 -0.45
H -3.38 -2.30 0.81
H -4.26 0.41 3.32
H -5.31 1.15 1.57
H -0.12 -1.72 3.16
H -1.39 -0.44 2.86
H -1.17 -4.48 5.58
H -1.26 -4.95 3.85
H 0.15 -3.91 4.41
C -1.72 7.08 -2.34
C -1.11 5.70 -2.39
O -0.78 5.19 -3.44
C -0.91 4.99 -1.08
H -1.80 7.47 -3.36
H -2.72 7.03 -1.91
H -1.09 7.75 -1.76
H -1.87 4.84 -0.59
H -0.24 5.56 -0.44
H -0.46 4.01 -1.28
```

Atomic partial charges in e from the Löwdin method, atoms 1 to 8: C 0.075; C -0.187; C -0.314; S 0.686; C -0.182; O -0.357; O -0.325; C -0.265

***

3.
A cluster of 12 separate species, C30H63BrN3O44PS11 in total in a non-equilibrium geometry. Source: OMol25; level of theory: ωB97M-V with the def2-TZVPD basis set.

Kohn-Sham gap: 8.48 eV
Charge: 0
SMILES string: [H]/N=C(\N)NCCCCPC[C@H](C)Br.O=S1(=O)OCCO1.O=S1(=O)OCCO1.O=S1(=O)OCCO1.O=S1(=O)OCCO1.O=S1(=O)OCCO1.O=S1(=O)OCCO1.O=S1(=O)OCCO1.O=S1(=O)OCCO1.O=S1(=O)OCCO1.O=S1(=O)OCCO1.O=S1(=O)OCCO1
Multiplicity: 1
HOMO: -8.35 eV
Energy: -11950.66465 a.u.

The geometry in XYZ format:
```
153
C30H63BrN3O44PS11 | OMol25 | ωB97M-V with the def2-TZVPD basis set
H -3.47 3.51 0.89
N -3.11 2.53 0.82
C -4.08 1.63 1.23
N -5.46 2.13 1.65
N -3.84 0.13 1.23
C -2.91 -0.24 2.39
C -2.23 -1.71 2.14
C -0.95 -1.71 1.11
C -0.16 -0.29 0.97
P 1.69 -0.56 0.41
C 2.50 1.19 0.40
C 3.35 1.55 1.76
C 2.46 1.50 3.15
Br 4.01 3.47 1.59
H -5.33 2.70 2.53
H -5.79 2.75 0.86
H -4.76 -0.34 1.50
H -3.64 -0.37 3.33
H -2.17 0.61 2.69
H -2.00 -2.26 3.18
H -3.07 -2.38 1.63
H -1.19 -2.09 0.02
H -0.16 -2.49 1.56
H -0.61 0.44 0.14
H -0.09 0.26 2.01
H 2.37 -1.44 1.35
H 3.26 1.22 -0.50
H 1.61 1.96 0.32
H 4.32 0.91 1.91
H 1.92 2.54 3.24
H 3.22 1.46 4.06
H 1.74 0.58 3.21
O 6.79 0.28 -1.40
S 6.49 1.01 -2.61
O 6.63 0.44 -3.93
O 7.31 2.42 -2.56
C 6.39 3.51 -2.65
C 5.09 2.99 -2.04
O 4.99 1.63 -2.47
H 6.26 3.76 -3.70
H 6.78 4.38 -2.11
H 4.22 3.56 -2.37
H 5.14 2.99 -0.95
O -4.99 2.02 6.00
S -6.09 2.68 5.33
O -5.91 3.79 4.43
O -7.21 3.08 6.44
C -8.45 2.46 6.12
C -8.08 1.18 5.37
O -6.97 1.53 4.56
H -9.02 3.14 5.49
H -9.02 2.26 7.04
H -8.91 0.81 4.76
H -7.76 0.40 6.07
O 7.04 -5.24 -5.76
S 5.76 -4.58 -5.92
O 4.51 -5.29 -6.01
O 5.87 -3.55 -7.18
C 5.58 -2.23 -6.74
C 6.00 -2.18 -5.28
O 5.62 -3.45 -4.74
H 4.50 -2.06 -6.86
H 6.13 -1.50 -7.35
H 5.50 -1.37 -4.73
H 7.08 -2.08 -5.18
O 7.37 4.53 -0.40
S 7.50 4.93 0.98
O 6.75 6.02 1.56
O 9.08 5.16 1.30
C 9.48 4.29 2.36
C 8.56 3.08 2.27
O 7.29 3.61 1.92
H 9.35 4.83 3.30
H 10.54 4.02 2.25
H 8.51 2.53 3.21
H 8.88 2.40 1.47
O -6.94 5.50 4.62
S -7.23 6.23 3.41
O -7.09 5.67 2.09
O -6.42 7.64 3.46
C -7.34 8.73 3.37
C -8.64 8.21 3.98
O -8.74 6.85 3.55
H -7.47 8.98 2.31
H -6.95 9.60 3.91
H -9.51 8.78 3.65
H -8.59 8.21 5.07
O -10.39 1.44 3.00
S -10.81 0.94 1.71
O -12.20 0.87 1.31
O -10.12 -0.51 1.47
C -9.33 -0.48 0.29
C -8.87 0.97 0.14
O -9.99 1.75 0.56
H -9.96 -0.78 -0.56
H -8.49 -1.17 0.37
H -8.59 1.22 -0.88
H -8.04 1.19 0.82
O 5.96 -7.35 0.51
S 6.37 -5.99 0.21
O 7.18 -5.20 1.10
O 5.04 -5.14 -0.19
C 5.19 -4.61 -1.50
C 6.10 -5.59 -2.24
O 7.07 -5.99 -1.26
H 5.65 -3.62 -1.42
H 4.21 -4.52 -1.99
H 6.59 -5.13 -3.10
H 5.56 -6.48 -2.56
O -8.12 7.09 -3.95
S -7.98 7.49 -2.56
O -8.73 8.58 -1.99
O -6.40 7.72 -2.25
C -6.00 6.85 -1.19
C -6.92 5.64 -1.28
O -8.20 6.17 -1.63
H -6.13 7.39 -0.24
H -4.94 6.58 -1.30
H -6.97 5.09 -0.33
H -6.60 4.96 -2.08
O -6.92 -4.36 -1.44
S -6.78 -3.96 -0.05
O -7.53 -2.86 0.53
O -5.20 -3.73 0.26
C -4.80 -4.59 1.32
C -5.72 -5.80 1.24
O -7.00 -5.28 0.88
H -4.93 -4.06 2.27
H -3.74 -4.86 1.21
H -5.77 -6.35 2.18
H -5.40 -6.48 0.44
O 5.96 -10.39 6.20
S 6.37 -9.03 5.90
O 7.18 -8.24 6.79
O 5.04 -8.18 5.50
C 5.19 -7.65 4.18
C 6.10 -8.62 3.45
O 7.07 -9.03 4.42
H 5.65 -6.66 4.26
H 4.21 -7.56 3.70
H 6.59 -8.17 2.59
H 5.56 -9.52 3.13
O 7.22 -0.99 -10.22
S 6.72 -2.35 -10.24
O 5.36 -2.69 -9.88
O 7.73 -3.28 -9.38
C 8.25 -4.32 -10.21
C 8.24 -3.76 -11.62
O 7.04 -2.98 -11.71
H 7.58 -5.19 -10.12
H 9.25 -4.61 -9.88
H 8.24 -4.54 -12.39
H 9.08 -3.09 -11.79
```

Atomic partial charges in e from the Löwdin method, atoms 1 to 8: H 0.035; N 0.073; C -0.377; N 0.048; N -0.012; C -0.225; C -0.188; C -0.261

***

4.
The molecule C2H8O2Si in a non-equilibrium geometry. Source: OMol25; level of theory: ωB97M-V with the def2-TZVPD basis set.

Kohn-Sham gap: 10.72 eV
Charge: 0
SMILES string: C[SiH](C)OO
Multiplicity: 1
HOMO: -9.98 eV
Relative energy (zero: lowest compared OMol25 entry of this formula, charge and spin): 500.6 kJ/mol
Energy: -520.89512 a.u.

The geometry in XYZ format:
```
13
C2H8O2Si | OMol25 | ωB97M-V with the def2-TZVPD basis set
C -0.53 -0.60 -1.48
Si -0.58 0.20 0.23
C 0.86 1.37 0.33
O -0.57 -0.87 1.56
O 0.54 -1.79 1.38
H 0.36 -1.23 -1.49
H -1.50 -1.05 -1.60
H -0.63 0.12 -2.38
H -1.97 0.91 0.27
H 0.65 2.18 -0.45
H 0.76 2.03 1.21
H 1.79 0.81 0.20
H 0.82 -2.07 2.22
```

Atomic partial charges in e from the natural (NBO) method, atoms 1 to 8: C -1.148; Si 1.626; C -1.156; O -0.596; O -0.475; H 0.247; H 0.243; H 0.252

***

5.
A structure of composition C7H11BrFNOPt in a non-equilibrium geometry. Source: OMol25; level of theory: ωB97M-V with the def2-TZVPD basis set.

Kohn-Sham gap: 3.69 eV
Charge: +2
Multiplicity: 1
HOMO: -16.89 eV
Energy: -3195.65109 a.u.

The geometry in XYZ format:
```
23
C7H11BrFNOPt | OMol25 | ωB97M-V with the def2-TZVPD basis set
C -1.41 -1.45 0.08
C -0.38 -1.44 -1.05
C 0.83 -0.51 -0.99
Br 2.43 -1.71 -0.64
C 0.95 0.79 -0.23
C -0.33 1.58 -0.56
O -0.78 1.59 -1.69
N -0.76 2.14 0.59
C -0.28 1.44 1.79
C 1.03 0.79 1.31
F 1.17 -0.52 1.77
H -2.01 -0.54 0.00
H -0.91 -1.52 1.05
H -2.08 -2.30 -0.02
H -0.01 -2.53 -1.13
H -0.88 -1.20 -2.00
H 1.08 -0.20 -2.03
H 1.79 1.37 -0.62
H -1.66 2.62 0.58
H -0.12 2.13 2.61
H -0.99 0.68 2.12
H 1.91 1.35 1.63
Pt 1.40 -2.56 -2.55
```

Atomic partial charges in e from the natural (NBO) method, atoms 1 to 8: C -0.624; C -0.441; C -0.144; Br 0.508; C -0.440; C 0.686; O -0.567; N -0.577

***

6.
A cluster of 2 separate species, C3H3O2S in total in a non-equilibrium geometry. Source: OMol25; level of theory: ωB97M-V with the def2-TZVPD basis set.

Kohn-Sham gap (alpha / beta): 4.84 / 6.78 eV
Charge: -1
Expectation value of S²: 2.014
Multiplicity: 3
HOMO (alpha / beta): -1.01 / -4.50 eV
Relative energy (zero: lowest compared OMol25 entry of this formula, charge and spin): 304.3 kJ/mol
Energy: -664.59545 a.u.

The geometry in XYZ format:
```
9
C3H3O2S | OMol25 | ωB97M-V with the def2-TZVPD basis set
C 1.04 0.73 -0.45
C 0.18 0.08 0.23
C 1.67 -0.45 0.36
O -2.92 -1.25 -0.58
O -2.93 1.13 -0.01
S -2.58 -0.23 0.46
H 1.53 1.57 -1.09
H 1.88 -1.42 -0.23
H 2.13 -0.16 1.31
```

Atomic partial charges in e from the natural (NBO) method, atoms 1 to 8: C -0.384; C 0.123; C -0.461; O -1.010; O -1.007; S 1.147; H 0.229; H 0.184